A single C5H10O2 molecule. Source: the OMol25 dataset; level of theory: the ωB97M-V functional and the def2-TZVPD basis.

As for the maximum force: 0.4 eV/A. For the molecular weight, the calculation gives 102.13 g/mol. As for the energy relative to the best compared isomer or geometry (same formula, charge and spin): 572.7 kJ/mol. As for the total energy: -9437.1078 eV. The total charge is 0. As for the highest occupied orbital energy: -0.2773 Eh. The frontier orbital gap comes out at 8.34 eV.

XYZ file:
```
17
C5H10O2 the ωB97M-V functional and the def2-TZVPD basis
C -1.0602 -1.7000 1.3991
O -0.2448 -0.7590 0.7074
C -0.9543 -0.2120 -0.7260
C -0.2835 0.6990 1.0240
C -0.0979 1.0339 -0.4466
C 1.3860 1.0804 -0.8454
O 1.5672 0.8887 -2.2309
H -1.0875 -2.5748 0.7458
H -2.0705 -1.3012 1.5197
H -0.5987 -1.9688 2.3544
H -0.5465 -0.9230 -1.4590
H -1.2787 0.9825 1.3824
H 0.5001 0.9139 1.7540
H -0.6004 1.9435 -0.7894
H 1.8057 2.0688 -0.6197
H 1.9680 0.3435 -0.2644
H 1.1218 0.0563 -2.4419
```

A single C5H10O2 molecule. Source: the OMol25 dataset; level of theory: the ωB97M-V functional and the def2-TZVPD basis.

As for the maximum force: 0.8 eV/A. For the molecular weight, the calculation gives 102.13 g/mol. As for the energy relative to the best compared isomer or geometry (same formula, charge and spin): 232.5 kJ/mol. As for the total energy: -9440.6336 eV. The total charge is 0. As for the highest occupied orbital energy: -0.3605 Eh. The frontier orbital gap comes out at 10.71 eV.

XYZ file:
```
17
C5H10O2 the ωB97M-V functional and the def2-TZVPD basis
C -1.3946 -1.4114 0.2794
C -0.6132 -0.1810 -0.0659
C 0.8446 -0.3968 -0.4991
C 1.9124 0.3977 0.2931
O 1.5671 1.7257 0.6165
C -1.2983 1.0200 -0.5450
O -0.8418 0.9695 0.7857
H -1.4314 -2.0430 -0.6160
H -0.8887 -1.9459 1.0888
H -2.4037 -1.1251 0.5878
H 0.9192 -0.1589 -1.5647
H 1.0954 -1.4560 -0.3648
H 2.7684 0.4461 -0.3830
H 2.1878 -0.1865 1.1864
H 0.7093 1.6494 1.0678
H -2.3790 1.0771 -0.5856
H -0.7535 1.6191 -1.2815
```

A single C5H10O2 molecule. Source: the OMol25 dataset; level of theory: the ωB97M-V functional and the def2-TZVPD basis.

As for the maximum force: 0.4 eV/A. For the molecular weight, the calculation gives 102.13 g/mol. As for the energy relative to the best compared isomer or geometry (same formula, charge and spin): 291.2 kJ/mol. As for the total energy: -9440.0246 eV. The total charge is 0. As for the highest occupied orbital energy: -0.3546 Eh. The frontier orbital gap comes out at 10.50 eV.

XYZ file:
```
17
C5H10O2 the ωB97M-V functional and the def2-TZVPD basis
C 1.7090 -1.5191 0.3440
O 1.6508 -0.1350 0.6157
C 0.9545 0.6067 -0.3727
C -0.4520 0.0542 -0.5052
C -1.0026 -0.2739 0.8811
C -1.7450 0.6408 -0.0006
O -1.8711 1.9670 0.3929
H 0.8997 -1.8659 -0.3109
H 1.6117 -2.0677 1.2870
H 2.6665 -1.7641 -0.1265
H 0.9591 1.6427 -0.0198
H 1.5063 0.5600 -1.3243
H -0.6034 -0.6320 -1.3394
H -1.3345 -1.2719 1.1430
H -0.4517 0.2299 1.6754
H -2.6165 0.1951 -0.4824
H -1.8149 2.4982 -0.4104
```

A single C5H10O2S molecule at a distorted geometry. Source: the OMol25 dataset; level of theory: the ωB97M-V functional and the def2-TZVPD basis.

As for the maximum force: 4.2 eV/A. For the molecular weight, the calculation gives 134.20 g/mol. As for the energy relative to the best compared isomer or geometry (same formula, charge and spin): 193.2 kJ/mol. As for the total energy: -20275.6896 eV. The total charge is 0. As for the highest occupied orbital energy: -0.3163 Eh. The frontier orbital gap comes out at 9.44 eV.

XYZ file:
```
18
C5H10O2S the ωB97M-V functional and the def2-TZVPD basis
C 2.9009 -0.7427 -0.6202
C 0.9414 0.3025 0.1566
C 0.1036 1.4830 0.2593
C -1.3944 1.3100 0.0280
C -2.2904 -1.3293 0.2785
H 3.3586 -1.0155 0.4877
H 3.6764 -0.4250 -1.2502
H 2.3308 -1.7637 -1.2141
H 0.0835 1.8868 1.2740
H 0.4436 2.2078 -0.5197
H -1.6890 2.3685 -0.3241
H -1.9400 1.0561 0.9604
H -2.6618 -2.2004 -0.3413
H -1.4229 -1.7073 0.9649
H -3.2184 -1.1098 0.7233
O 2.0769 0.4394 -0.6009
O 0.6439 -0.7210 0.7543
S -1.9427 -0.0395 -1.0165
```

A gas-phase ion, C5H10O2S (charge +1) at a distorted geometry. Source: the OMol25 dataset; level of theory: the ωB97M-V functional and the def2-TZVPD basis.

As for the maximum force: 1.5 eV/A. As for the multiplicity: 2. For the molecular weight, the calculation gives 134.20 g/mol. As for the energy relative to the best compared isomer or geometry (same formula, charge and spin): 14.3 kJ/mol. As for the total energy: -20268.9880 eV. The total charge is +1. As for the highest occupied orbital energy (spin up / spin down): -0.5079 / -0.5074 Eh. The frontier orbital gap (spin up / spin down) comes out at 10.47 / 5.38 eV.

XYZ file:
```
18
C5H10O2S the ωB97M-V functional and the def2-TZVPD basis
O -2.5918 -0.0107 -2.4437
C -1.4987 0.3922 -2.1936
O -0.5525 0.5457 -3.1529
C -0.9025 0.6803 -0.8395
C 0.5111 0.1049 -0.7099
C 1.1435 0.4011 0.7032
S 1.6369 -1.0796 1.5102
C 0.5431 -1.2278 2.9101
H -0.9350 0.2348 -3.9843
H -0.8149 1.7692 -0.7750
H -1.5232 0.3156 -0.0210
H 1.1590 0.6174 -1.4073
H 0.5080 -0.9467 -0.9992
H 1.9342 1.1468 0.6231
H 0.3684 0.9216 1.2576
H 0.5069 -2.2922 3.1324
H 0.9764 -0.6589 3.7359
H -0.4688 -0.9137 2.6538
```

A molecular structure, C5H10O2Sm. Source: the OMol25 dataset; level of theory: the ωB97M-V functional and the def2-TZVPD basis.

As for the maximum force: 0.7 eV/A. As for the multiplicity: 7. For the molecular weight, the calculation gives 252.49 g/mol. As for the energy relative to the best compared isomer or geometry (same formula, charge and spin): 0.0 kJ/mol. As for the total energy: -27341.2363 eV. The total charge is 0. As for the highest occupied orbital energy (spin up / spin down): -0.1624 / -0.1540 Eh. The frontier orbital gap (spin up / spin down) comes out at 4.93 / 4.73 eV.

XYZ file:
```
18
C5H10O2Sm the ωB97M-V functional and the def2-TZVPD basis
C -1.0094 0.5389 5.6720
O -0.6687 0.3492 4.3076
C -1.5701 0.9634 3.4031
C -1.2189 0.5197 2.0090
O 0.0618 1.0522 1.6873
C 0.4640 0.9110 0.3928
C 1.6007 1.4365 -0.0565
H -1.0551 1.6116 5.9127
H -1.9802 0.0684 5.8859
H -1.5172 2.0584 3.5112
H -2.6016 0.6529 3.6310
H -1.9921 0.8634 1.3093
H -1.1857 -0.5731 1.8926
H -0.1696 0.2634 -0.2206
H 2.2827 1.9687 0.6068
H 1.8923 1.2581 -1.0902
H -0.2244 0.0657 6.2748
Sm 1.8519 0.0154 3.9233
```

Question: What is the maximum force in the fifth record?
Answer: 1.5 eV/A

Repeat the fifth record exactly.
A gas-phase ion, C5H10O2S (charge +1) at a distorted geometry. Source: the OMol25 dataset; level of theory: the ωB97M-V functional and the def2-TZVPD basis.

As for the maximum force: 1.5 eV/A. As for the multiplicity: 2. For the molecular weight, the calculation gives 134.20 g/mol. As for the energy relative to the best compared isomer or geometry (same formula, charge and spin): 14.3 kJ/mol. As for the total energy: -20268.9880 eV. The total charge is +1. As for the highest occupied orbital energy (spin up / spin down): -0.5079 / -0.5074 Eh. The frontier orbital gap (spin up / spin down) comes out at 10.47 / 5.38 eV.

XYZ file:
```
18
C5H10O2S the ωB97M-V functional and the def2-TZVPD basis
O -2.5918 -0.0107 -2.4437
C -1.4987 0.3922 -2.1936
O -0.5525 0.5457 -3.1529
C -0.9025 0.6803 -0.8395
C 0.5111 0.1049 -0.7099
C 1.1435 0.4011 0.7032
S 1.6369 -1.0796 1.5102
C 0.5431 -1.2278 2.9101
H -0.9350 0.2348 -3.9843
H -0.8149 1.7692 -0.7750
H -1.5232 0.3156 -0.0210
H 1.1590 0.6174 -1.4073
H 0.5080 -0.9467 -0.9992
H 1.9342 1.1468 0.6231
H 0.3684 0.9216 1.2576
H 0.5069 -2.2922 3.1324
H 0.9764 -0.6589 3.7359
H -0.4688 -0.9137 2.6538
```